A molecular structure, C36H52N2O7SeV, computed with ωB97M-V/def2-TZVPD.

```
99
Properties=species:S:1:pos:R:3:forces:R:3:lowdin_spin:R:1
Se -2.302825 -0.178692 0.112534 -0.8401 0.0935 0.1021 0.028
V 0.200107 -0.120992 0.048400 0.8376 0.1304 0.0183 2.724
O 2.340282 -0.657780 0.111741 0.2099 0.2324 -0.1161 0.015
O 0.424078 0.509683 -1.944562 0.2233 0.1205 -0.2627 0.031
O 1.495298 1.919443 -3.323434 0.0219 0.0645 -0.1041 0.008
O 0.822743 1.839428 0.511838 0.1913 0.2759 0.0616 0.031
O -0.054938 -0.485743 2.082845 -0.1018 -0.0410 0.1824 0.026
O 2.202530 3.599517 0.521935 0.0851 0.0861 0.0116 0.007
O -0.035524 -2.102930 -0.428857 -0.2230 -0.4819 -0.0315 0.022
N -1.664922 3.269548 -0.571929 0.0875 0.0326 -0.0398 0.002
N -0.755417 4.387179 -0.456021 0.0147 -0.0335 -0.0392 0.001
C 1.366983 -0.197932 4.395424 -0.0195 -0.0094 -0.0032 0.000
C -1.125187 -2.767765 -0.243727 0.3221 0.1741 -0.0978 0.010
C 3.274023 0.327528 0.625432 -0.2669 -0.1549 -0.0719 0.004
C 4.618828 -0.337059 0.327555 0.0848 0.0160 -0.0867 0.000
C -0.080545 -5.952545 -1.647889 -0.0065 -0.0343 -0.0820 0.000
C -2.480374 -0.135521 4.749803 0.0840 0.0673 0.0245 0.001
C 1.412119 -4.417555 -0.407799 -0.0104 0.0016 -0.0265 0.000
C -3.631733 -4.141679 0.091327 -0.0333 0.0633 -0.0145 0.005
C -4.829092 -5.820613 1.522328 0.0215 -0.0193 0.0557 0.000
C 2.863085 -0.680143 -1.245877 -0.2114 0.0695 0.2714 0.004
C -1.224579 -0.229114 4.148573 -0.1337 0.0205 0.0985 0.001
C 3.042256 1.531642 -0.300504 0.1970 -0.1652 -0.1209 0.002
C -4.934900 0.040394 6.268285 -0.0124 -0.0010 0.0586 0.000
C -0.001989 -0.302762 5.083905 -0.0746 0.0209 -0.0898 0.000
C -3.683835 -0.014803 4.062557 -0.0131 -0.0550 -0.0758 0.004
C -2.385937 -0.112374 2.031658 0.0329 -0.0003 0.0194 0.017
C -5.755141 1.372602 4.345368 -0.0110 0.0560 -0.0069 0.000
C -0.069114 0.856413 6.091940 0.0090 0.0271 0.0664 0.000
C -2.420018 -4.810957 -0.084665 0.1283 -0.0593 0.0214 0.000
C -2.359053 -2.097289 -0.038439 -0.0654 -0.0535 0.0030 0.019
C -3.565625 -2.753050 0.111584 -0.0047 -0.0425 0.0261 0.001
C 4.308937 -1.092799 -0.993597 0.1063 0.0076 0.0396 0.001
C -5.920321 -1.118139 4.307907 0.0061 -0.0375 -0.0213 0.000
C -5.049014 0.069627 4.744775 0.0448 -0.0066 -0.0494 0.001
C 2.776203 0.794010 -1.669013 0.2301 0.0447 0.0983 0.002
C -3.596487 0.011256 2.669329 -0.0980 0.0298 0.0511 0.001
C 1.455210 1.124435 -2.383164 -0.4143 -0.1312 0.2656 0.008
C -1.181045 -4.197277 -0.233028 -0.1160 -0.1308 -0.0144 0.001
C 1.933546 2.419420 0.276143 -0.5116 -0.1779 -0.0351 0.007
C -4.930776 -4.925642 0.279049 0.0545 0.0229 -0.0058 0.001
C 0.083011 -6.077211 0.838587 0.0250 -0.0479 0.0636 0.000
C -6.131955 -3.997906 0.463327 -0.0438 0.0256 0.0085 0.000
C -1.150846 -0.280117 2.726370 0.2838 -0.0821 -0.1168 0.009
C -0.036014 -1.632266 5.849595 0.0205 -0.0804 0.0362 0.000
C 0.047720 -5.120964 -0.364165 -0.0829 0.1010 0.0326 0.000
C -5.194522 -5.814141 -0.944010 -0.0056 -0.0191 -0.0666 0.000
H -4.455447 -2.153956 0.263113 0.0087 0.0139 0.0034 0.000
H -6.910742 -1.071738 4.775488 0.0193 0.0052 -0.0050 0.000
H 2.131254 -0.177112 5.183603 0.0091 0.0109 -0.0616 0.000
H -5.277546 -5.205840 -1.847788 -0.0018 -0.0059 0.0233 0.000
H -4.380608 -6.526268 -1.097578 -0.0166 0.0248 0.0055 0.000
H -0.815839 -6.694476 0.903377 0.0458 0.0173 -0.0012 0.000
H 4.963067 -0.811881 -1.820219 0.0102 0.0041 0.0220 0.000
H -5.894979 1.432912 3.264652 0.0133 -0.0109 0.0276 0.000
H 1.557713 -1.036149 3.729761 -0.0285 -0.0187 0.0141 0.000
H 3.571234 1.038465 -2.373169 0.0496 0.0208 0.0067 0.000
H -2.510034 -0.143462 5.833490 -0.0173 -0.0208 -0.0311 0.000
H 3.049476 0.502488 1.673721 -0.0181 0.0151 0.0349 0.000
H -0.988920 -6.560663 -1.647547 0.0237 0.0205 0.0052 0.000
H -4.007118 -6.534093 1.429053 -0.0203 0.0243 0.0002 0.000
H -2.443759 -5.898933 -0.093720 -0.0106 0.0545 -0.0050 0.000
H -4.643755 -5.216153 2.413158 -0.0069 -0.0045 -0.0241 0.000
H 2.255657 -1.362664 -1.831411 -0.0294 -0.0229 -0.0295 0.001
H -5.158940 2.236582 4.647698 -0.0147 -0.0170 -0.0016 0.000
H 0.947836 -6.744787 0.758838 -0.0147 -0.0046 0.0153 0.000
H -4.343934 0.880816 6.640632 -0.0178 -0.0095 -0.0149 0.000
H -0.972170 0.822792 6.705650 0.0649 0.0099 -0.0070 0.000
H 0.825053 -1.707095 6.524223 -0.0190 -0.0062 -0.0061 0.000
H 3.933361 2.154253 -0.362297 0.0505 -0.0283 -0.0396 0.000
H -4.467237 -0.883167 6.617950 -0.0132 0.0076 -0.0170 0.000
H 0.007532 4.256038 -1.119001 -0.0298 0.0282 0.0122 0.000
H -1.115089 2.433654 -0.755524 -0.0549 -0.1189 0.0295 0.003
H -6.054871 -1.126913 3.224066 0.0029 0.0065 0.0368 0.000
H 1.521287 -3.789734 -1.289754 -0.0374 -0.0174 -0.0188 0.000
H -0.115388 -5.297487 -2.521336 0.0051 -0.0057 0.0175 0.000
H 5.408025 0.408465 0.219284 0.0129 -0.0284 0.0057 0.000
H -0.947268 -1.732133 6.445687 0.0134 0.0175 -0.0271 0.000
H -5.932856 0.103636 6.713303 0.0161 0.0009 -0.0043 0.000
H 0.168544 -5.511785 1.769214 0.0047 -0.0019 -0.0221 0.000
H 1.451014 0.707253 3.794100 -0.0423 0.0253 0.0175 0.000
H 0.780221 -6.622783 -1.753398 -0.0173 0.0043 -0.0063 0.000
H -6.265097 -3.338799 -0.397497 0.0044 -0.0270 0.0019 0.000
H -6.123893 -6.381814 -0.819559 0.0187 0.0095 0.0022 0.000
H -0.292436 4.255682 0.438797 -0.0454 0.0201 -0.0174 0.000
H 1.575641 -3.770277 0.451597 -0.0438 -0.0160 0.0447 0.000
H -2.236455 3.429119 -1.392664 0.0351 0.0614 0.0023 0.000
H -5.755943 -6.386589 1.671010 0.0149 0.0099 -0.0064 0.000
H 4.899995 -1.026212 1.124219 -0.0092 -0.0083 0.0015 0.000
H -6.740646 1.442945 4.820140 0.0176 -0.0059 -0.0028 0.000
H 2.183978 -5.198526 -0.425190 0.0086 0.0585 -0.0086 0.000
H -7.043277 -4.592160 0.580708 0.0099 0.0020 -0.0036 0.000
H -5.445437 -2.061864 4.587568 -0.0112 0.0211 -0.0003 0.000
H -0.054740 1.813966 5.567134 0.0037 -0.0194 -0.0003 0.000
H 0.001422 -2.469781 5.149098 0.0035 0.0165 0.0130 0.000
H -6.021890 -3.372084 1.351933 0.0185 -0.0214 -0.0114 0.000
H 0.796547 0.817477 6.762019 -0.0198 0.0062 0.0031 0.000
H 4.370125 -2.171909 -0.848845 0.0162 -0.0083 -0.0151 0.000
H -4.489800 0.122676 2.061382 0.0165 -0.0083 0.0038 0.000
```
Positions in Å, forces in eV/Å.

## Properties
Electronic energy   -5384.82681 a.u.
Spin multiplicity   4
LUMO energy (alpha / beta)   0.149 / 0.149 Eh
Kohn-Sham gap (alpha / beta)   4.54 / 6.08 eV
Net charge   -2
E_HOMO (alpha / beta)   -0.481 / -2.019 eV
Strongest force on any atom   0.017 hartree/bohr


A single C5H5NO molecule at a distorted geometry, computed with ωB97M-V/def2-TZVPD.

```
12
Properties=species:S:1:pos:R:3:forces:R:3:lowdin_charge:R:1
O -1.872298 -1.220924 1.237313 -0.0035 0.4926 -0.1779 0.059
N 2.763946 1.584597 0.297903 -0.5649 -0.9632 -0.3600 0.147
C 0.190631 -0.639419 -0.526367 0.2062 -0.0037 -0.0435 -0.089
C -0.762379 0.435578 -0.108230 0.1030 -0.0306 0.0120 -0.146
C 1.522654 -0.549352 -0.505033 -0.2067 -0.0725 -0.0206 -0.094
C -1.829169 -0.085608 0.831520 -0.0266 -0.3019 0.0978 -0.252
C 2.211577 0.630220 -0.059779 0.4649 0.8904 0.3329 -0.231
H -0.246195 1.276173 0.374884 -0.0874 -0.1088 -0.0479 0.120
H -0.253955 -1.572188 -0.864056 0.0739 0.1176 0.0544 0.121
H -2.597297 0.657201 1.129816 0.0826 -0.0796 -0.0009 0.124
H -1.273825 0.862693 -0.984473 0.0436 -0.0677 0.1144 0.132
H 2.146310 -1.378969 -0.823498 -0.0851 0.1275 0.0394 0.108
```
Positions in Å, forces in eV/Å.

## Properties
Electronic energy   -323.47865 a.u.
LUMO energy   0.015 Eh
Kohn-Sham gap   10.73 eV
E_HOMO   -10.320 eV
Strongest force on any atom   0.023 hartree/bohr
SMILES string   N#C/C=C\CC=O


2 unconnected molecules or ions with the total composition C4H12S at a distorted geometry, computed with ωB97M-V/def2-TZVPD.

```
17
Properties=species:S:1:pos:R:3:forces:R:3:lowdin_charge:R:1
S 0.477203 -1.800226 0.059428 0.6426 -0.4127 0.4893 0.730
C -0.456233 2.190206 0.219459 0.1345 -0.2571 0.2324 -0.171
C -0.622120 -1.454727 1.465756 -0.9472 1.4998 -0.9491 -0.433
C 0.412475 3.332604 -0.288209 0.2496 0.1723 0.0319 -0.165
C -0.022759 -0.977382 -1.466680 -1.3599 0.7153 0.4074 -0.453
H -1.647430 -1.273598 1.130743 -0.1011 -0.7138 -0.2166 0.033
H -0.584308 -2.310404 2.125879 0.1060 0.0328 0.1473 0.021
H -1.006547 -0.492859 -1.435419 -0.1559 -0.4780 0.4090 0.037
H 1.462509 3.046568 -0.217196 0.0392 0.0834 0.0277 0.063
H 0.302623 4.249799 0.292359 -0.1558 -0.0117 -0.0882 0.061
H -0.451273 -0.485802 1.948174 0.7601 -0.4331 0.2776 0.018
H 0.088040 1.256781 0.063038 -0.3126 -0.0908 -0.0498 0.028
H -0.109244 -1.779249 -2.191170 0.4121 0.2797 -0.4041 0.018
H -0.639592 2.252962 1.292677 0.0731 0.1011 0.0408 0.064
H 0.587616 -0.113873 -1.723942 0.6348 -0.5210 -0.2219 0.020
H 0.226253 3.565639 -1.335858 -0.0741 0.0046 -0.0112 0.061
H -1.435211 2.128405 -0.255268 0.0545 0.0293 -0.1225 0.067
```
Positions in Å, forces in eV/Å.

## Properties
Electronic energy   -557.75027 a.u.
LUMO energy   0.037 Eh
Kohn-Sham gap   9.45 eV
E_HOMO   -8.448 eV
Strongest force on any atom   0.039 hartree/bohr
SMILES string   CSC.CC